No. 1
Computed, not measured: 10 unconnected molecules or ions with the total composition C39H107N11O11, with ωB97M-V/def2-TZVPD.

The highest occupied orbital energy is -8.7 eV. Its orbital gap is 0.328 hartree. As for the structure (SMILES): COC[C@H](C)N.COC[C@H](C)N.COC[C@H](C)N.COC[C@H](C)N.COC[C@H](C)N.COC[C@H](C)N.COC[C@H](C)N.COC[C@H](C)N.COCCNCCOC.NC(N)=O. As for the molecular weight: 906.4 g/mol. The largest force on an atom is 6.27 eV/A. For the lowest unoccupied orbital energy, the calculation gives 0.2 eV. For the energy relative to the best compared isomer or geometry (same formula, charge and spin), the calculation gives 124.7 kcal/mol.

ORCA input file:
```
! wB97M-V def2-TZVPD RIJCOSX def2/J DEFGRID3
* xyz 0 1
C 0.14712 4.68410 -1.96143
O -0.92900 4.09671 -1.79512
N 0.11988 5.88735 -2.41713
N 1.31268 4.32323 -1.61744
H 0.88748 6.54166 -2.36458
H -0.80383 6.28016 -2.52926
H 2.12091 4.90531 -1.78490
H 1.43003 3.35388 -1.35921
C 2.72559 0.10505 -0.77661
O 1.85329 0.46844 0.29842
C 1.76030 -0.56923 1.26248
C 0.59436 -0.32131 2.22948
N -0.78769 -0.87873 1.98027
C -1.12837 -0.52586 0.61617
C -2.64168 -0.70609 0.45469
O -3.49639 0.17524 1.22573
C -4.88417 -0.14015 1.37381
H 2.86024 0.97930 -1.41354
H 2.49794 -0.77754 -1.37438
H 3.68221 -0.12265 -0.30639
H 2.60390 -0.70843 1.93855
H 1.50173 -1.55249 0.86951
H 0.48116 0.75258 2.37799
H 0.79166 -0.80193 3.18770
H -1.32140 -0.22166 2.53118
H -0.63123 -1.29868 0.02992
H -0.67102 0.34528 0.14705
H -2.76221 -1.71662 0.84507
H -2.96232 -0.53857 -0.57353
H -4.87390 -1.19740 1.63879
H -5.34249 -0.08078 0.38663
H -5.29685 0.34742 2.25702
C -1.06910 4.51253 5.31969
C -2.17695 3.49638 5.09830
C -3.24337 3.27960 6.15304
O -4.01528 2.21015 5.77779
C -4.55474 1.40475 6.81485
N -2.76481 3.82914 3.84157
H -1.59247 5.45371 5.48809
H -0.43097 4.63497 4.44452
H -0.33808 4.19011 6.06115
H -1.69729 2.53083 4.93790
H -3.76560 4.20849 6.38225
H -2.74891 3.08947 7.10565
H -5.34204 1.91539 7.36940
H -3.86445 1.14039 7.61592
H -4.98767 0.52325 6.34197
H -3.43393 3.07260 3.84639
H -2.11544 3.75981 3.07111
C 6.82591 -6.49062 -5.50118
C 5.43674 -6.38145 -4.84489
C 5.49411 -5.62061 -3.43891
O 6.23104 -4.45046 -3.44827
C 6.91845 -4.23229 -2.26219
N 4.67809 -5.66472 -5.85608
H 7.46442 -7.08393 -4.84666
H 7.32739 -5.53732 -5.66797
H 6.78271 -7.16964 -6.35275
H 4.81352 -7.25208 -4.64067
H 5.65526 -6.31269 -2.61238
H 4.48788 -5.21339 -3.34004
H 6.27894 -4.20494 -1.37994
H 7.40566 -3.25736 -2.27717
H 7.70039 -4.93310 -1.96972
H 3.87275 -5.49489 -5.27069
H 5.20514 -4.82088 -6.03002
C -5.86698 -5.33489 3.98248
C -5.56064 -6.60375 4.73296
C -4.63193 -7.49457 3.93116
O -5.05248 -7.87051 2.63395
C -4.29033 -7.33865 1.54725
N -5.18619 -6.35201 6.11895
H -4.96971 -4.73539 3.82873
H -6.63952 -4.87980 4.60227
H -6.38905 -5.46623 3.03470
H -6.50471 -7.14856 4.72959
H -4.54509 -8.40233 4.52825
H -3.62300 -7.08519 3.98196
H -4.36827 -6.26156 1.39925
H -4.69318 -7.62716 0.57639
H -3.25602 -7.68228 1.56227
H -4.58452 -5.54116 6.14358
H -6.00933 -6.06855 6.63098
C 7.07140 5.25593 -1.05357
C 6.52941 6.50538 -1.76884
C 7.65450 7.34074 -2.44127
O 7.12682 8.59803 -2.74638
C 7.92851 9.75934 -2.48212
N 5.66390 6.02820 -2.82362
H 7.75541 5.50513 -0.24233
H 7.67823 4.59339 -1.67075
H 6.33511 4.56070 -0.65033
H 5.95628 7.18716 -1.14053
H 8.03207 6.90300 -3.36535
H 8.48018 7.50115 -1.74798
H 8.91875 9.60311 -2.91005
H 7.93183 10.00071 -1.41919
H 7.43429 10.62955 -2.91406
H 6.24631 5.29770 -3.20738
H 5.62272 6.82209 -3.44663
C -11.35337 3.37991 1.83522
C -12.62251 4.01962 1.43713
C -13.37149 3.28394 0.23038
O -12.49319 3.21020 -0.80774
C -12.12494 4.31903 -1.58436
N -13.46963 4.47369 2.56758
H -10.77777 3.96574 2.55187
H -10.69472 3.12448 1.00515
H -11.53275 2.42563 2.33048
H -12.29085 4.99252 1.07440
H -14.18100 3.99829 0.08039
H -13.62005 2.24023 0.42271
H -12.96276 4.68228 -2.17953
H -11.43900 3.92486 -2.33416
H -11.49323 5.03749 -1.06201
H -13.73949 3.76455 3.23421
H -14.34714 4.83708 2.22400
C -1.95849 -3.62531 -6.56766
C -0.45856 -3.41199 -6.72361
C 0.03233 -1.96449 -7.07456
O -0.10131 -1.11198 -5.91956
C 0.29998 0.20744 -6.14547
N 0.22478 -3.73486 -5.46425
H -2.49864 -3.48662 -7.50420
H -2.41149 -2.93272 -5.85829
H -2.13557 -4.61401 -6.14431
H -0.04873 -3.99595 -7.54771
H -0.63550 -1.64801 -7.87575
H 1.01497 -1.87626 -7.53797
H 1.31284 0.47826 -6.44360
H 0.26894 0.71531 -5.18152
H -0.38144 0.74464 -6.80515
H -0.02654 -2.94171 -4.89166
H -0.17085 -4.59598 -5.11489
C -1.25293 -4.39979 10.80992
C -0.93158 -2.87769 11.05063
C -0.63257 -2.23186 9.78067
O -0.19977 -0.87315 10.15799
C 0.16143 -0.06867 9.02582
N -2.11915 -2.35957 11.67338
H -2.30978 -4.61280 10.64931
H -1.01366 -4.84214 11.77696
H -0.68529 -4.92865 10.04430
H 0.02423 -2.67762 11.53488
H -1.56634 -2.18559 9.22028
H 0.08281 -2.77234 9.16081
H 0.08679 1.00917 9.16994
H -0.44171 -0.18937 8.12596
H 1.12998 -0.20435 8.54458
H -1.79907 -1.42519 11.88451
H -2.93229 -2.16824 11.10567
C 10.47223 1.52538 -7.05720
C 8.96232 1.22157 -6.99123
C 8.57913 0.08885 -8.04405
O 8.74621 0.80454 -9.29952
C 8.63608 -0.11775 -10.45193
N 8.90280 0.67737 -5.61699
H 10.99092 0.59313 -7.28077
H 10.76594 2.18327 -6.23926
H 10.66502 2.13869 -7.93742
H 8.35779 2.12430 -7.07918
H 7.52671 -0.13930 -7.87535
H 9.25818 -0.76377 -8.04799
H 8.94250 0.31253 -11.40538
H 7.59294 -0.28142 -10.72244
H 9.20259 -1.04129 -10.33262
H 9.50518 -0.11865 -5.46334
H 8.00953 0.29759 -5.33783
*
```

---

No. 2
Computed, not measured: 13 unconnected molecules or ions with the total composition C39H109N7O13, with ωB97M-V/def2-TZVPD.

The highest occupied orbital energy is -8.7 eV. Its orbital gap is 0.332 hartree. As for the molecular weight: 884.3 g/mol. The largest force on an atom is 3.17 eV/A. For the lowest unoccupied orbital energy, the calculation gives 0.4 eV.

ORCA input file:
```
! wB97M-V def2-TZVPD RIJCOSX def2/J DEFGRID3
* xyz 0 1
C 5.57976 2.06917 10.09205
O 5.02784 1.34342 8.98849
H 5.01701 2.95353 10.39090
H 5.78647 1.55427 11.03026
H 6.56347 2.36623 9.72848
H 4.43504 1.88083 8.45803
C -0.24459 -4.44852 12.93970
O -0.53053 -3.15861 12.44369
H 0.82838 -4.58282 12.80252
H -0.53330 -4.63227 13.97458
H -0.80910 -5.21032 12.40202
H -1.48468 -3.06617 12.39224
C 1.67306 -2.70547 8.09186
O 1.55603 -3.43496 6.90317
H 2.14713 -3.23122 8.92068
H 2.28170 -1.80486 8.01097
H 0.65928 -2.39516 8.34496
H 0.65585 -3.25406 6.62289
C 2.91192 -2.71803 13.16424
O 3.14749 -3.62257 14.29586
H 2.11813 -2.00483 13.38630
H 3.82480 -2.13862 13.02630
H 2.61059 -3.35985 12.33637
H 3.91130 -4.17984 14.12956
C 0.90508 5.94911 7.29603
O 2.13998 5.53619 6.69504
H 0.73871 7.02321 7.21398
H 0.05726 5.42794 6.85141
H 0.93440 5.66575 8.34815
H 2.06789 5.81074 5.77797
C -3.16280 1.52315 13.21087
O -2.19481 0.84672 12.49528
H -3.75780 0.73151 13.66624
H -2.73162 2.07193 14.04814
H -3.76073 2.17788 12.57690
H -1.48898 0.54798 13.07334
C 2.03946 1.18508 6.89508
C 1.89500 2.17230 8.05347
C 1.88771 1.46756 9.49227
O 0.79624 0.56315 9.55795
C 0.66872 -0.15112 10.77138
N 3.00798 3.10222 8.12866
H 2.91448 0.53834 6.95963
H 2.04070 1.82553 6.01307
H 1.14623 0.56430 6.96486
H 0.92559 2.67050 8.04150
H 1.67460 2.24624 10.22462
H 2.86410 1.09254 9.79902
H 0.42231 0.59828 11.52357
H 1.62816 -0.56083 11.08718
H -0.02051 -0.99465 10.73235
H 3.01528 3.65271 7.28190
H 2.94933 3.75000 8.90135
C -0.31733 2.25690 3.90128
C -0.85374 3.50937 3.15235
C -1.73239 4.33586 4.11649
O -3.10298 3.75511 4.05003
C -4.06898 4.70339 4.49644
N 0.29779 4.17737 2.64567
H 0.28587 1.57550 3.30131
H -1.10601 1.64908 4.34473
H 0.41276 2.45833 4.68518
H -1.51848 3.17282 2.35677
H -1.75129 5.37024 3.77331
H -1.34446 4.41823 5.13179
H -4.07349 4.96736 5.55399
H -5.03727 4.27646 4.23522
H -4.05426 5.65417 3.96362
H 0.81772 3.46268 2.15681
H -0.02360 4.76850 1.89244
C 3.48472 2.24490 2.52417
C 3.77049 0.84737 1.97059
C 2.56336 -0.01944 2.10062
O 3.01642 -1.32144 1.70691
C 2.04025 -2.39204 1.72168
N 4.23301 0.92474 0.56968
H 2.60011 2.65240 2.03477
H 4.28017 2.96862 2.34641
H 3.18828 2.27045 3.57277
H 4.47012 0.36508 2.65324
H 1.73352 0.37245 1.51249
H 2.09174 -0.05368 3.08270
H 2.50591 -3.36690 1.86625
H 1.50286 -2.27740 0.78031
H 1.31343 -2.26163 2.52345
H 5.22977 1.06150 0.65832
H 4.18149 -0.05369 0.32446
C 6.08508 8.16535 6.10199
C 5.09283 7.06508 6.38438
C 5.73693 6.06378 7.46268
O 6.99589 5.53472 7.01560
C 7.81554 5.31748 8.10464
N 3.96968 7.79192 6.92035
H 5.70064 8.91715 5.41272
H 7.00815 7.83031 5.62894
H 6.27708 8.65406 7.05719
H 4.77268 6.51926 5.49686
H 5.13217 5.19331 7.71697
H 5.80024 6.64317 8.38377
H 8.18599 6.26592 8.49365
H 8.64106 4.63559 7.90058
H 7.34053 4.81292 8.94599
H 4.23196 8.12508 7.83704
H 3.21392 7.13633 7.05871
C 7.27896 2.22293 6.22197
C 6.10702 1.83293 5.34427
C 5.52951 0.38463 5.55126
O 6.27119 -0.66557 5.04914
C 5.65383 -1.93215 5.11000
N 5.06770 2.84440 5.71223
H 7.62913 3.21643 5.94190
H 8.11998 1.56139 6.01422
H 7.03991 2.21245 7.28538
H 6.36581 1.91155 4.28835
H 4.55774 0.46434 5.06401
H 5.28904 0.20377 6.59891
H 6.18336 -2.62458 4.45561
H 4.65237 -1.90734 4.68038
H 5.57042 -2.30667 6.13023
H 5.62792 3.66471 5.89485
H 4.58853 2.62100 6.57280
C -2.03329 2.32159 7.16211
C -2.52928 1.46673 8.36073
C -2.29743 -0.04530 8.31933
O -2.98963 -0.73920 9.36220
C -2.82519 -2.11582 9.16995
N -2.01980 1.97072 9.59500
H -2.13099 3.40404 7.24503
H -2.59101 2.06715 6.26083
H -1.00957 2.12308 6.84481
H -3.60232 1.65180 8.41006
H -1.24866 -0.34209 8.30955
H -2.76380 -0.36245 7.38658
H -1.77942 -2.41943 9.12230
H -3.24093 -2.41268 8.20707
H -3.46699 -2.65312 9.86815
H -1.09129 1.62083 9.78347
H -2.42207 1.37540 10.30485
C 2.12747 5.62192 13.56422
C 3.04769 4.75800 12.68970
C 2.85404 5.13566 11.19609
C 3.65549 6.33246 10.75960
C 5.15403 6.19681 11.14883
C 5.45302 5.82368 12.61542
N 4.50725 4.74587 13.04078
O 4.70626 4.40519 14.40394
C 6.84787 5.24054 12.61514
C 5.44592 7.10931 13.48261
C 2.68081 3.26166 12.71851
H 1.13327 5.17613 13.53325
H 2.08557 6.65378 13.21549
H 2.36139 5.74103 14.62214
H 2.82844 4.30235 10.49391
H 1.81264 5.45599 11.16495
H 3.23759 7.26508 11.13866
H 3.44439 6.47499 9.69978
H 5.53547 7.20983 11.02083
H 5.70771 5.52108 10.49696
H 6.91371 4.38171 11.94718
H 7.59416 5.95381 12.26531
H 7.22441 4.82227 13.54862
H 5.95942 7.95896 13.03258
H 4.42638 7.47362 13.60870
H 5.90444 6.90993 14.45117
H 1.61347 3.27129 12.49772
H 2.73620 2.84949 13.72606
H 3.16961 2.63234 11.97479
H 5.16335 3.58571 14.20108
*
```

---

No. 3
Computed, not measured: a molecular structure, C39H20F6GaN9O4Sb, with ωB97M-V/def2-TZVPD.

The highest occupied orbital energy (spin up / spin down) is -7.6 / -9.7 eV. Its orbital gap (spin up / spin down) is 0.194 / 0.240 hartree. As for the molecular weight: 984.1 g/mol. The largest force on an atom is 0.52 eV/A. For the lowest unoccupied orbital energy (spin up / spin down), the calculation gives -2.3 / -3.2 eV.

ORCA input file:
```
! wB97M-V def2-TZVPD RIJCOSX def2/J DEFGRID3
* xyz 0 2
Ga -0.58074 0.43159 -0.00769
C -4.87025 -4.24813 -1.83793
C -4.66445 -4.71057 -0.53791
C -3.94080 -3.96483 0.38573
C -3.43424 -2.75510 -0.04680
C -2.63443 -1.72865 0.62869
N -2.31007 -1.84013 1.91462
C -1.59626 -0.92734 2.52036
C -1.44668 -0.90175 3.98067
C -1.88400 -1.76180 4.96518
C -1.54910 -1.43530 6.27658
C -0.80837 -0.29304 6.57203
C -0.37501 0.56928 5.56834
C -0.71669 0.23564 4.27710
C -0.40807 0.87445 2.99315
N 0.28249 1.97779 2.91830
C 0.52889 2.55105 1.75036
N -0.04163 2.27424 0.55751
C 0.44740 3.18301 -0.36967
N 0.08488 3.30530 -1.60888
C -0.81399 2.49413 -2.17422
N -1.36118 1.36176 -1.65800
C -2.21354 0.84386 -2.58972
N -2.91222 -0.28569 -2.50931
C -2.94481 -1.00581 -1.42392
N -2.36563 -0.70931 -0.20405
C -3.63637 -2.29492 -1.34000
C -4.35897 -3.02658 -2.26234
C -2.23510 1.69830 -3.76346
C -2.92700 1.62113 -4.96242
C -2.69503 2.62280 -5.89186
C -1.80155 3.66789 -5.62960
C -1.11395 3.74331 -4.42866
C -1.34703 2.73876 -3.50240
C 1.41737 4.06231 0.28916
C 2.20323 5.09472 -0.18176
C 3.05782 5.70139 0.73338
C 3.11748 5.28509 2.06318
C 2.31580 4.25049 2.53239
C 1.46627 3.66319 1.61749
N -0.94172 0.13874 1.96813
H -5.43678 -4.85846 -2.52887
H -5.07412 -5.66928 -0.24874
H -3.77136 -4.31248 1.39559
H -2.44695 -2.65279 4.72329
H -1.86060 -2.08481 7.08404
H -0.55763 -0.08033 7.60275
H 0.22041 1.44633 5.78109
H -4.51192 -2.66417 -3.26980
H -3.61182 0.80772 -5.15998
H -3.20997 2.59900 -6.84319
H -1.64652 4.42793 -6.38395
H -0.41791 4.54375 -4.21808
H 2.16361 5.40324 -1.21739
H 3.70187 6.50732 0.40666
H 3.81193 5.77004 2.73605
H 2.36897 3.89290 3.55103
O 1.24656 0.45116 -1.34839
C 1.25042 -0.77038 -1.11284
O 0.27749 -1.26038 -0.42325
C 2.33062 -1.67206 -1.56837
C 3.48368 -1.13394 -2.12509
C 4.53239 -1.96502 -2.48703
C 4.43002 -3.33377 -2.29747
C 3.26812 -3.84162 -1.74263
C 2.21605 -3.03840 -1.35891
N 3.15577 -5.29859 -1.54008
O 4.11124 -5.98310 -1.84352
O 2.10451 -5.72840 -1.11373
H 3.55208 -0.06125 -2.24473
H 5.43776 -1.54725 -2.90469
H 5.23142 -4.00754 -2.56154
H 1.33950 -3.45954 -0.89132
F 1.90984 0.37418 1.24947
Sb 3.23150 -0.43803 2.38698
F 4.47903 -1.23970 3.53570
F 4.57261 0.22891 1.24326
F 3.08738 -1.99268 1.32626
F 3.26048 1.17652 3.37525
F 1.77759 -1.03635 3.45441
*
```